## P
C14H31N5O7Zn | the ωB97M-V functional and the def2-TZVPD basis

Properties
- LUMO level (hartree) = -0.1631
- gap between HOMO and LUMO (eV) = 10.9
- multiplicity = 1
- total charge = +2

Positions of all 58 atoms, in Å:
Zn1 0.19 0.39 0.17
O1 0.78 0.73 -1.75
C1 1.28 0.75 -2.87
N1 2.54 0.37 -3.10
C2 0.44 1.18 -4.04
H1 2.90 0.21 -4.03
H2 3.07 -0.03 -2.34
H3 -0.22 1.97 -3.70
H4 -0.19 0.37 -4.42
H5 0.99 1.55 -4.91
O2 -1.01 2.05 -0.03
C3 -1.87 2.93 0.07
N2 -2.68 2.97 1.13
C4 -2.11 3.90 -1.04
H6 -2.62 2.21 1.78
H7 -3.47 3.59 1.20
H8 -1.23 4.49 -1.29
H9 -2.86 4.63 -0.73
H10 -2.47 3.41 -1.95
O3 1.87 1.50 0.84
C5 2.96 1.84 1.33
N3 3.88 2.48 0.62
C6 3.30 1.35 2.72
H11 3.79 2.74 -0.35
H12 4.71 2.82 1.09
H13 2.87 1.97 3.50
H14 4.38 1.34 2.90
H15 3.03 0.30 2.72
O4 1.40 -1.28 0.43
C7 1.71 -2.48 0.58
N4 1.54 -3.33 -0.45
C8 2.38 -2.96 1.85
H16 1.35 -2.92 -1.34
H17 1.88 -4.28 -0.41
H18 1.66 -3.19 2.63
H19 2.99 -2.14 2.21
H20 2.97 -3.84 1.63
O5 -0.39 0.19 2.11
C9 -0.52 -0.03 3.31
N5 -0.69 -1.29 3.76
C10 -0.45 1.05 4.37
H21 -0.82 -2.04 3.11
H22 -0.72 -1.47 4.75
H23 -0.81 0.67 5.32
H24 -1.03 1.90 4.01
H25 0.58 1.41 4.44
O6 -1.31 -0.75 -0.82
C11 -2.09 -1.41 -1.46
O7 -3.16 -0.85 -2.04
C12 -4.02 -1.86 -2.61
C13 -3.09 -3.06 -2.79
C14 -2.21 -2.93 -1.55
H26 -4.38 -1.52 -3.58
H27 -4.87 -2.00 -1.95
H28 -2.57 -2.95 -3.73
H29 -3.65 -3.99 -2.84
H30 -1.23 -3.37 -1.74
H31 -2.71 -3.30 -0.66

---

## Q
C14H31N5O7Zn | the ωB97M-V functional and the def2-TZVPD basis

Properties
- LUMO level (hartree) = -0.4207
- gap between HOMO and LUMO (eV) = 2.4
- multiplicity = 1
- total charge = +2

Positions of all 58 atoms, in Å:
Zn1 24.54 8.87 5.22
O1 26.13 10.44 0.86
C1 26.43 11.00 -0.22
N1 26.64 10.22 -1.28
C2 26.72 12.52 -0.29
H1 27.06 10.63 -2.10
H2 26.54 9.22 -1.27
H3 26.53 12.94 0.70
H4 26.02 13.03 -0.95
H5 27.76 12.66 -0.58
O2 21.11 11.56 4.51
C3 20.18 12.18 4.05
N2 19.05 11.51 4.08
C4 20.24 13.58 3.39
H6 19.07 10.61 4.55
H7 18.14 11.85 3.79
H8 19.63 14.25 4.00
H9 19.73 13.53 2.43
H10 21.26 13.95 3.51
O3 26.88 12.64 5.89
C5 27.54 13.73 5.86
N3 28.86 13.82 5.72
C6 26.79 15.07 5.96
H11 29.54 13.08 5.59
H12 29.26 14.74 5.80
H13 25.75 15.11 6.29
H14 26.77 15.58 5.00
H15 27.34 15.73 6.63
O4 27.81 6.16 5.41
C7 28.61 5.36 4.96
N4 28.60 5.03 3.69
C8 29.58 4.63 5.84
H16 27.91 5.42 3.07
H17 29.43 4.58 3.33
H18 30.41 5.28 6.14
H19 29.91 3.69 5.40
H20 28.96 4.42 6.71
O5 23.19 7.71 9.15
C9 22.86 7.40 10.31
N5 22.37 8.26 11.15
C10 22.94 5.90 10.67
H21 22.08 9.17 10.83
H22 22.40 8.05 12.14
H23 22.10 5.43 10.16
H24 22.92 5.90 11.76
H25 23.86 5.44 10.31
O6 22.47 5.05 2.96
C11 22.32 3.86 2.79
O7 22.90 2.99 3.60
C12 22.78 1.67 3.00
C13 21.54 1.77 2.15
C14 21.58 3.19 1.66
H26 22.52 0.84 3.65
H27 23.70 1.44 2.47
H28 20.60 1.60 2.68
H29 21.49 1.14 1.27
H30 20.58 3.60 1.54
H31 22.20 3.26 0.77

---

Stability check: which of them is least stable? Q.

---

## P
C12H17N2O | the ωB97M-V functional and the def2-TZVPD basis

Properties
- LUMO level (hartree) = -0.1180
- gap between HOMO and LUMO (eV) = 9.6
- multiplicity = 1
- SMILES string = CO[C@@]1(c2ccccc2)[NH+]=CNC1(C)C
- total charge = +1

Positions of all 32 atoms, in Å:
C1 -0.05 -2.79 -0.03
O1 0.97 -1.88 0.08
C2 0.54 -0.27 0.40
C3 -0.93 -0.02 0.33
C4 -1.61 -0.07 -0.86
C5 -3.00 -0.03 -0.89
C6 -3.76 0.20 0.24
C7 -3.04 0.51 1.42
C8 -1.66 0.32 1.56
N1 1.06 -0.13 1.72
C9 2.19 0.48 1.67
N2 2.51 0.90 0.51
C10 1.40 0.66 -0.47
C11 0.62 2.01 -0.70
C12 2.04 0.00 -1.70
H1 -1.01 -2.36 -0.43
H2 -0.23 -3.37 0.86
H3 0.31 -3.52 -0.78
H4 -1.15 -0.25 -1.92
H5 -3.44 -0.22 -1.98
H6 -4.77 0.23 0.25
H7 -3.66 0.76 2.38
H8 -1.12 0.44 2.53
H9 0.62 -0.42 2.50
H10 3.00 0.46 2.39
H11 3.32 1.53 0.39
H12 1.16 2.80 -1.12
H13 0.20 2.28 0.31
H14 -0.31 1.80 -1.32
H15 2.68 0.54 -2.21
H16 1.30 -0.49 -2.28
H17 2.72 -0.88 -1.30

---

## Q
C12H17N2O | the ωB97M-V functional and the def2-TZVPD basis

Properties
- LUMO level (hartree) = -0.1009
- gap between HOMO and LUMO (eV) = 9.5
- multiplicity = 1
- SMILES string = CO[C@H](c1ccccc1)N1CC[NH+]=C1C
- total charge = +1

Positions of all 32 atoms, in Å:
C1 -2.36 1.59 1.17
O1 -1.31 0.61 1.25
C2 -1.00 0.00 0.04
C3 -0.30 -1.34 0.43
C4 0.20 -2.05 -0.64
C5 0.56 -3.40 -0.52
C6 0.52 -4.04 0.74
C7 0.22 -3.26 1.87
C8 -0.14 -1.90 1.73
N1 -0.16 0.89 -0.80
C9 -0.30 1.50 -2.17
C10 0.91 2.43 -2.29
N2 1.46 2.41 -0.95
C11 0.88 1.48 -0.21
C12 1.30 1.12 1.15
H1 -2.63 1.93 2.18
H2 -2.06 2.46 0.55
H3 -3.25 1.12 0.71
H4 -1.95 -0.25 -0.43
H5 0.27 -1.53 -1.59
H6 0.88 -3.94 -1.41
H7 0.80 -5.09 0.82
H8 0.28 -3.75 2.85
H9 -0.26 -1.32 2.64
H10 -0.29 0.76 -2.99
H11 -1.21 2.11 -2.30
H12 1.64 2.07 -3.02
H13 0.65 3.46 -2.58
H14 2.37 2.79 -0.71
H15 2.36 1.32 1.22
H16 0.75 1.73 1.88
H17 1.16 0.07 1.37

---

## R
C12H17N2O | the ωB97M-V functional and the def2-TZVPD basis

Properties
- LUMO level (hartree) = -0.1203
- gap between HOMO and LUMO (eV) = 8.1
- multiplicity = 1
- SMILES string = COC1=CC=CC2=C3CCN[C@@]3(C)[NH2+][C@@H]12
- total charge = +1

Positions of all 32 atoms, in Å:
C1 3.43 2.50 -0.57
O1 2.59 1.42 -0.23
C2 1.27 1.68 0.00
C3 0.62 2.85 -0.12
C4 -0.78 2.95 0.18
C5 -1.54 1.88 0.50
C6 -0.94 0.58 0.54
C7 -1.52 -0.62 0.46
C8 -2.70 -1.32 -0.06
C9 -2.09 -2.10 -1.26
N1 -0.74 -2.54 -0.88
C10 -0.21 -1.82 0.20
C11 0.26 -2.60 1.40
N2 0.85 -0.79 -0.22
C12 0.57 0.46 0.55
H1 4.44 2.08 -0.61
H2 3.38 3.29 0.18
H3 3.17 2.90 -1.56
H4 1.13 3.73 -0.46
H5 -1.23 3.93 0.10
H6 -2.60 1.97 0.66
H7 -3.11 -2.01 0.68
H8 -3.48 -0.64 -0.39
H9 -2.71 -2.95 -1.54
H10 -2.01 -1.42 -2.12
H11 -0.65 -3.55 -0.81
H12 1.06 -3.28 1.11
H13 -0.57 -3.19 1.79
H14 0.61 -1.95 2.19
H15 0.72 -0.62 -1.22
H16 1.81 -1.12 -0.08
H17 0.94 0.30 1.57

---

Stability check: which of them is least stable? P.

---

## P
C10H8O | the ωB97M-V functional and the def2-TZVPD basis

Properties
- LUMO level (hartree) = 0.0358
- gap between HOMO and LUMO (eV) = 9.7
- multiplicity = 1
- SMILES string = c1ccc(-c2ccco2)cc1

Positions of all 19 atoms, in Å:
C1 -2.42 0.89 1.98
C2 -1.36 -0.01 2.41
C3 -0.40 -0.37 1.55
C4 -0.34 0.10 0.28
C5 0.87 -0.24 -0.59
C6 2.15 -0.09 -0.35
C7 2.72 -0.71 -1.48
C8 1.81 -1.04 -2.35
O1 0.55 -0.76 -1.78
C9 -1.33 0.93 -0.15
C10 -2.39 1.34 0.66
H1 -3.24 1.26 2.75
H2 -1.55 -0.30 3.35
H3 0.56 -1.07 2.02
H4 2.60 0.30 0.52
H5 3.86 -0.91 -1.89
H6 1.83 -1.51 -3.37
H7 -1.01 1.58 -1.11
H8 -3.29 1.96 0.24

---

## Q
C10H8O | the ωB97M-V functional and the def2-TZVPD basis

Properties
- LUMO level (hartree) = 0.0360
- gap between HOMO and LUMO (eV) = 9.3
- multiplicity = 1
- SMILES string = c1ccc(-c2ccco2)cc1

Positions of all 19 atoms, in Å:
C1 -3.09 -0.13 -0.07
C2 -2.41 1.08 -0.32
C3 -0.98 1.09 -0.31
C4 -0.25 -0.02 -0.09
C5 1.21 0.02 -0.05
C6 2.02 0.96 0.43
C7 3.37 0.49 0.18
C8 3.21 -0.78 -0.31
O1 1.84 -1.07 -0.49
C9 -0.95 -1.23 0.25
C10 -2.36 -1.32 0.23
H1 -4.28 -0.16 -0.09
H2 -3.14 1.86 -0.39
H3 -0.64 1.99 -0.56
H4 1.72 2.16 0.77
H5 4.32 0.96 0.48
H6 3.64 -1.68 -0.68
H7 -0.38 -2.10 0.35
H8 -2.86 -2.12 0.68

---

Stability check: which of them is least stable? P.

---

## P
C3H3N2OS | the ωB97M-V functional and the def2-TZVPD basis

Properties
- LUMO level (spin up / spin down) (hartree) = -0.2561 / -0.2562
- gap between HOMO and LUMO (spin up / spin down) (eV) = 7.3 / 7.3
- multiplicity = 1
- total charge = +1

Positions of all 10 atoms, in Å:
C1 -4.04 0.15 0.28
C2 -2.25 -1.05 0.22
C3 0.15 -0.21 0.09
N1 -3.27 -0.72 0.82
N2 -4.84 1.08 0.14
O1 -4.08 0.41 -1.06
S1 -0.90 -1.61 -0.39
H1 0.12 0.48 -0.72
H2 1.02 -0.82 0.35
H3 -0.34 0.17 0.95

---

## Q
C3H3N2OS | the ωB97M-V functional and the def2-TZVPD basis

Properties
- LUMO level (hartree) = -0.2366
- gap between HOMO and LUMO (eV) = 9.8
- multiplicity = 1
- total charge = +1

Positions of all 10 atoms, in Å:
C1 -0.98 -0.65 -0.80
C2 -1.80 -0.84 0.33
C3 1.63 2.18 0.27
N1 0.71 1.52 0.12
N2 -1.13 0.52 -1.32
O1 -2.00 1.25 -0.72
S1 -2.70 0.53 0.61
H1 -0.28 -1.36 -1.22
H2 -1.86 -1.73 0.93
H3 2.48 2.79 0.42

---

Stability check: which of them is least stable? P.